No. 1
The following is a DFT calculation (ωB97M-V/def2-TZVPD) of C39H47Br2N7O4SSi2 as an isolated structure.

For the max |F|, the calculation gives 0.73 eV/Å. For the energy, the calculation gives -8323.807241 hartree. For the HOMO-LUMO gap, the calculation gives 9.51 eV. Its net charge is 0. For the LUMO energy, the calculation gives 0.197 eV. As for the HOMO energy: -9.32 eV. The energy relative to the best compared isomer or geometry (same formula, charge and spin) is 0.0000 eV.

Geometry (Å):
C 3.648 -1.077 -0.008
C 3.100 -0.326 1.181
Br 4.121 -0.563 2.751
C 2.036 0.468 1.132
Br 1.460 1.441 2.647
Si 1.036 0.798 -0.428
C 0.552 -0.740 -1.357
O -0.290 1.662 0.055
Si -1.659 1.994 -0.774
C -2.896 2.822 0.374
O -4.135 2.109 0.274
C -4.232 1.088 1.247
O -5.202 0.183 0.856
C -4.696 -0.901 0.091
C -3.928 -1.925 0.931
O -2.854 -2.466 0.151
N -1.272 2.996 -2.171
C -1.925 2.945 -3.183
S -2.730 2.901 -4.529
H 4.684 -1.359 0.165
H 3.596 -0.468 -0.914
H 3.099 -2.009 -0.159
H 1.854 1.666 -1.302
H 1.148 -1.601 -1.048
H 0.749 -0.580 -2.421
H -0.499 -1.012 -1.235
H -2.254 0.751 -1.295
H -3.082 3.870 0.137
H -2.496 2.786 1.396
H -3.246 0.600 1.348
H -4.517 1.508 2.216
H -5.564 -1.370 -0.372
H -4.046 -0.549 -0.716
H -3.536 -1.461 1.839
H -4.581 -2.754 1.214
H -2.040 -2.418 0.658
N 6.891 3.214 2.526
C 8.075 3.823 2.509
C 9.253 3.207 2.906
C 9.200 1.890 3.338
C 7.974 1.243 3.351
C 6.854 1.950 2.940
H 8.079 4.849 2.159
H 10.190 3.746 2.870
H 10.101 1.377 3.652
H 7.884 0.214 3.671
H 5.872 1.494 2.907
N -5.519 -6.905 0.208
C -6.741 -6.981 -0.318
C -7.280 -6.002 -1.141
C -6.515 -4.884 -1.433
C -5.242 -4.794 -0.892
C -4.794 -5.828 -0.083
H -7.323 -7.863 -0.077
H -8.279 -6.124 -1.539
H -6.902 -4.099 -2.071
H -4.601 -3.945 -1.090
H -3.801 -5.786 0.354
N 3.581 4.199 -1.835
C 4.507 4.430 -2.763
C 5.865 4.230 -2.558
C 6.284 3.765 -1.321
C 5.335 3.523 -0.342
C 4.001 3.754 -0.653
H 4.144 4.793 -3.718
H 6.571 4.434 -3.352
H 7.335 3.596 -1.121
H 5.624 3.169 0.637
H 3.229 3.573 0.088
N -9.555 -9.060 -0.513
C -9.876 -9.999 -1.400
C -11.114 -10.623 -1.438
C -12.069 -10.255 -0.504
C -11.747 -9.280 0.426
C -10.481 -8.715 0.378
H -9.104 -10.263 -2.114
H -11.320 -11.380 -2.183
H -13.046 -10.720 -0.500
H -12.458 -8.960 1.174
H -10.194 -7.947 1.089
N 12.687 2.039 5.138
C 13.511 1.286 5.862
C 13.440 1.185 7.244
C 12.460 1.902 7.911
C 11.594 2.690 7.170
C 11.752 2.723 5.792
H 14.266 0.739 5.309
H 14.138 0.556 7.780
H 12.373 1.848 8.988
H 10.812 3.266 7.644
H 11.093 3.329 5.179
N -6.276 7.435 -7.313
C -5.039 7.490 -7.798
C -4.038 6.593 -7.454
C -4.339 5.582 -6.555
C -5.623 5.514 -6.040
C -6.551 6.460 -6.450
H -4.838 8.295 -8.498
H -3.050 6.687 -7.882
H -3.589 4.862 -6.259
H -5.903 4.744 -5.333
H -7.566 6.436 -6.068

No. 2
The following is a DFT calculation (ωB97M-V/def2-TZVPD) of an isolated ion of composition C5H10N2 and charge +2 at a distorted geometry.

For the max |F|, the calculation gives 2.81 eV/Å. For the energy, the calculation gives -305.008717 hartree. For the HOMO-LUMO gap (spin up / spin down), the calculation gives 5.75 / 7.19 eV. Its net charge is +2. For the LUMO energy (spin up / spin down), the calculation gives -12.236 / -11.427 eV. As for the HOMO energy (spin up / spin down): -17.99 / -18.62 eV. The energy relative to the best compared isomer or geometry (same formula, charge and spin) is 8.1585 eV.

Geometry (Å):
C -0.515 0.493 0.503
C -1.993 -0.618 -1.195
C 0.909 0.478 0.656
C 2.653 0.333 -0.929
C -2.039 -0.215 1.258
N 1.467 -0.143 -0.456
N -1.481 -0.217 -0.096
H -2.992 -1.051 -1.183
H -1.398 -0.514 -2.209
H 1.304 1.508 0.850
H 1.322 -0.070 1.478
H 2.764 0.367 -2.011
H 3.374 -0.709 -0.902
H 3.163 1.105 -0.373
H -1.211 -0.348 1.979
H -2.701 -1.082 1.147
H -2.628 0.681 1.483

No. 3
The following is a DFT calculation (ωB97M-V/def2-TZVPD) of a 2-piece molecular cluster, C4H9NO overall.

For the max |F|, the calculation gives 0.32 eV/Å. For the energy, the calculation gives -287.682981 hartree. For the HOMO-LUMO gap (spin up / spin down), the calculation gives 8.94 / 8.94 eV. Its net charge is 0. For the LUMO energy (spin up / spin down), the calculation gives 0.601 / 0.601 eV. As for the HOMO energy (spin up / spin down): -8.34 / -8.34 eV. The energy relative to the best compared isomer or geometry (same formula, charge and spin) is 4.0673 eV.

Geometry (Å):
C -0.143 -1.860 -1.983
C -0.669 1.008 -0.995
N -0.223 0.527 0.089
C 0.247 -0.363 0.866
O 0.663 -0.110 2.093
C 0.610 1.222 2.600
H 0.014 -2.934 -2.094
H -1.162 -1.602 -2.281
H 0.566 -1.314 -2.610
H -1.742 1.046 -1.184
H 0.010 1.344 -1.780
H 0.018 -1.596 -0.936
H 1.034 1.169 3.603
H -0.426 1.570 2.642
H 1.203 1.893 1.970

No. 4
The following is a DFT calculation (ωB97M-V/def2-TZVPD) of C33H25IrN8O4 as an isolated structure.

For the max |F|, the calculation gives 0.52 eV/Å. For the energy, the calculation gives -2115.677263 hartree. For the HOMO-LUMO gap (spin up / spin down), the calculation gives 6.03 / 6.02 eV. Its net charge is +1. For the LUMO energy (spin up / spin down), the calculation gives -4.068 / -4.057 eV. As for the HOMO energy (spin up / spin down): -10.10 / -10.08 eV. As for the spin multiplicity: 2. The energy relative to the best compared isomer or geometry (same formula, charge and spin) is 1.4387 eV.

Geometry (Å):
Ir 0.701 0.190 0.209
O 1.442 4.251 0.244
C 1.622 3.049 0.309
N 0.782 2.114 0.789
C -0.208 2.444 1.763
C -0.673 3.719 2.060
C -1.592 3.880 3.090
C -2.041 2.787 3.813
C -1.593 1.508 3.512
C -0.683 1.336 2.476
N -0.210 0.097 1.993
C -0.362 -1.079 2.635
O -0.958 -1.309 3.671
C 0.331 -2.192 1.898
C 0.300 -3.473 2.411
C 0.929 -4.489 1.717
C 1.554 -4.178 0.517
C 1.542 -2.874 0.067
N 0.957 -1.880 0.748
C 3.050 2.567 0.040
C 4.022 3.458 0.461
C 5.341 3.065 0.579
C 5.664 1.751 0.276
C 4.687 0.923 -0.216
N 3.410 1.326 -0.375
H -0.330 4.568 1.496
H -1.957 4.872 3.318
H -2.757 2.921 4.613
H -1.944 0.651 4.062
H -0.225 -3.623 3.344
H 0.928 -5.502 2.096
H 2.050 -4.933 -0.077
H 1.990 -2.617 -0.875
H 3.684 4.449 0.726
H 6.095 3.760 0.922
H 6.667 1.366 0.382
H 4.934 -0.077 -0.516
N -3.287 -4.315 -1.342
C -2.394 -3.482 -2.139
C -1.624 -2.522 -1.242
O -0.706 -1.841 -1.637
O -2.056 -2.483 0.012
H -2.910 -5.240 -1.185
H -4.200 -4.418 -1.761
H -2.788 -3.148 0.051
H -2.968 -2.855 -2.823
H -1.675 -4.028 -2.750
N -5.981 -0.314 1.411
C -5.142 0.205 0.821
C -4.100 0.847 0.069
C -4.389 1.769 -0.930
C -3.334 2.334 -1.623
C -2.044 1.950 -1.293
N -1.764 1.062 -0.342
C -2.773 0.525 0.333
H -5.415 2.036 -1.148
H -3.500 3.064 -2.401
H -1.200 2.406 -1.798
H -2.529 -0.194 1.103
N 0.135 -1.843 -5.467
C 0.632 -1.328 -4.569
C 1.254 -0.686 -3.446
C 0.731 0.439 -2.911
C 1.282 1.031 -1.727
C 2.418 0.439 -1.061
C 2.997 -0.704 -1.763
C 2.432 -1.245 -2.862
H -0.113 0.921 -3.384
H 1.081 2.089 -1.638
H 3.893 -1.186 -1.406
H 2.886 -2.112 -3.324

No. 5
The following is a DFT calculation (ωB97M-V/def2-TZVPD) of C53H39N5O10P2SSc as an isolated structure at a distorted geometry.

For the max |F|, the calculation gives 1.69 eV/Å. For the energy, the calculation gives -4911.483583 hartree. For the HOMO-LUMO gap, the calculation gives 5.69 eV. Its net charge is -1. For the LUMO energy, the calculation gives 1.356 eV. As for the HOMO energy: -4.34 eV.

Geometry (Å):
Sc 0.218 -0.113 0.344
C -2.153 6.900 0.845
C -3.119 6.170 1.518
C -3.005 4.794 1.625
C -1.917 4.140 1.060
C -0.951 4.881 0.383
C -1.068 6.254 0.274
C -1.720 2.672 1.101
C -0.972 2.132 2.150
C -0.657 2.824 3.373
C -0.069 1.921 4.193
C 0.027 0.689 3.445
N -0.549 0.840 2.223
C 0.748 -0.431 3.878
C 1.118 -1.504 3.054
C 2.040 -2.546 3.422
C 2.203 -3.334 2.330
C 1.327 -2.821 1.310
C 1.031 -3.427 0.080
C 1.839 -4.528 -0.470
C 2.172 -5.700 0.202
C 2.939 -6.669 -0.422
C 3.390 -6.480 -1.717
C 3.046 -5.326 -2.402
C 2.265 -4.367 -1.792
C -0.055 -3.045 -0.738
N -0.750 -1.882 -0.695
C -1.781 -2.010 -1.579
C -2.744 -1.028 -1.841
C -3.842 -1.371 -2.765
C -5.149 -1.386 -2.282
C -6.198 -1.781 -3.093
C -5.958 -2.150 -4.407
C -4.664 -2.113 -4.904
C -3.612 -1.728 -4.092
C -2.771 0.230 -1.221
C -3.646 1.314 -1.595
C -3.285 2.377 -0.834
C -2.252 1.915 0.050
N -1.944 0.618 -0.216
C -1.763 -3.326 -2.162
C -0.674 -3.957 -1.665
N 0.694 -1.703 1.776
C 1.254 -0.395 5.269
C 2.614 -0.249 5.525
C 3.079 -0.184 6.826
C 2.194 -0.270 7.888
C 0.839 -0.416 7.642
C 0.370 -0.475 6.342
H -2.240 7.974 0.773
H -3.966 6.678 1.958
H -3.753 4.219 2.152
H -0.110 4.351 -0.043
H -0.316 6.821 -0.259
H -0.877 3.858 3.566
H 0.299 2.076 5.192
H 2.508 -2.653 4.382
H 2.855 -4.179 2.228
H 1.801 -5.874 1.202
H 3.187 -7.581 0.104
H 4.000 -7.232 -2.197
H 3.388 -5.164 -3.413
H 2.006 -3.462 -2.315
H -5.331 -1.106 -1.254
H -7.203 -1.811 -2.693
H -6.774 -2.466 -5.043
H -4.471 -2.397 -5.932
H -2.604 -1.694 -4.479
H -4.397 1.276 -2.362
H -3.693 3.371 -0.833
H -2.481 -3.710 -2.858
H -0.346 -4.960 -1.862
H 3.292 -0.154 4.689
H 4.136 -0.056 7.015
H 2.558 -0.219 8.904
H 0.145 -0.481 8.470
H -0.688 -0.581 6.146
C 4.765 -1.036 0.876
C 4.325 0.065 -0.061
O 5.442 0.770 -0.571
P 3.282 1.323 0.782
O 4.242 1.838 1.958
O 3.252 2.613 -0.135
O 1.989 0.927 1.382
P 3.262 -0.689 -1.372
O 3.485 0.493 -2.472
O 3.789 -1.974 -1.862
O 1.851 -0.631 -0.824
H 5.448 -0.665 1.639
H 5.263 -1.801 0.281
H 3.886 -1.479 1.342
H 5.213 1.007 -1.481
H 5.111 2.020 1.594
H 2.758 2.602 -0.985
H 2.715 0.455 -3.059
O -0.453 -0.666 -4.557
C -0.226 0.318 -3.876
N 0.877 0.554 -3.153
S 0.752 1.866 -2.262
O 0.467 1.617 -0.853
O 1.879 2.772 -2.414
C -0.750 2.514 -3.024
C -1.449 3.693 -2.900
C -2.620 3.832 -3.640
C -3.081 2.796 -4.440
C -2.367 1.613 -4.551
C -1.190 1.485 -3.836
H -1.096 4.489 -2.261
H -3.182 4.755 -3.580
H -4.009 2.918 -4.982
H -2.704 0.806 -5.180

No. 6
The following is a DFT calculation (ωB97M-V/def2-TZVPD) of C42H39BF2N6O4RuS2 as an isolated structure at a distorted geometry.

For the max |F|, the calculation gives 4.22 eV/Å. For the energy, the calculation gives -3369.157230 hartree. For the HOMO-LUMO gap (spin up / spin down), the calculation gives 4.47 / 5.51 eV. Its net charge is -1. For the LUMO energy (spin up / spin down), the calculation gives 2.287 / 0.153 eV. As for the HOMO energy (spin up / spin down): -2.18 / -5.36 eV. As for the spin multiplicity: 6. The energy relative to the best compared isomer or geometry (same formula, charge and spin) is 5.0525 eV.

Geometry (Å):
Ru -6.761 -13.652 18.083
C -10.740 -11.943 17.842
C -9.590 -12.746 18.509
N -8.245 -12.230 18.629
N -8.081 -11.476 19.774
C -6.840 -11.403 20.238
S -5.421 -12.027 19.642
S -6.615 -10.138 21.471
C -8.199 -9.229 21.489
C -8.208 -7.959 20.617
C -8.814 -6.806 21.173
C -8.820 -5.643 20.457
C -8.213 -5.548 19.195
C -7.684 -6.702 18.625
C -7.651 -7.890 19.345
C -9.873 -13.993 19.267
C -11.223 -14.385 19.415
C -11.599 -15.673 19.955
C -10.554 -16.443 20.515
C -9.237 -16.060 20.420
C -8.861 -14.914 19.717
O -7.566 -14.813 19.514
H -11.566 -11.899 18.660
H -11.221 -12.523 16.952
H -10.321 -10.990 17.612
H -8.107 -8.840 22.472
H -9.074 -9.940 21.466
H -9.311 -6.878 22.151
H -9.240 -4.766 20.868
H -8.297 -4.587 18.676
H -7.065 -6.624 17.710
H -7.077 -8.747 19.046
H -11.943 -13.643 19.282
H -12.510 -15.717 20.504
H -10.822 -17.375 21.036
H -8.369 -16.558 20.861
F -5.294 -9.338 15.219
C -5.231 -10.700 15.269
C -6.048 -11.284 16.204
C -5.704 -12.601 16.630
C -4.558 -13.242 16.099
C -3.778 -12.511 15.063
F -2.745 -13.199 14.407
C -4.102 -11.259 14.745
C -4.251 -14.546 16.732
C -2.977 -15.221 16.538
C -2.906 -16.485 17.068
C -3.823 -16.807 18.050
C -4.973 -16.154 18.298
N -5.267 -15.068 17.581
H -6.958 -10.841 16.629
H -3.569 -10.775 13.863
H -2.128 -14.668 16.002
H -2.157 -17.221 16.723
H -3.834 -17.836 18.462
H -5.622 -16.427 19.103
C -9.689 -16.341 10.202
C -8.311 -16.346 10.824
C -7.382 -15.223 10.257
C -7.562 -17.674 10.449
C -8.391 -16.172 12.327
C -8.853 -17.165 13.172
C -8.913 -17.106 14.628
C -8.394 -15.953 15.092
O -8.178 -15.587 16.407
B -7.585 -14.298 16.383
O -7.490 -13.952 15.043
C -8.005 -14.905 14.277
C -7.957 -14.962 12.931
H -9.666 -16.506 9.117
H -10.158 -15.298 10.384
H -10.351 -17.102 10.584
H -7.118 -15.403 9.189
H -6.478 -15.164 10.872
H -7.924 -14.251 10.252
H -7.377 -17.788 9.328
H -8.217 -18.498 10.760
H -6.603 -17.751 10.955
H -9.157 -18.093 12.770
H -9.293 -17.905 15.241
H -7.595 -14.150 12.317
C -7.690 -16.006 24.155
N -6.563 -15.202 23.898
C -6.089 -15.032 22.584
C -5.187 -14.103 22.312
C -4.765 -13.236 23.435
N -5.153 -13.343 24.690
C -6.108 -14.382 24.935
O -6.403 -14.588 26.111
N -3.962 -12.181 23.184
H -8.585 -15.403 24.442
H -7.569 -16.620 25.147
H -7.856 -16.731 23.332
H -6.460 -15.746 21.857
H -4.905 -13.853 21.289
H -3.784 -11.826 22.276
H -3.797 -11.579 23.952